a | # H14O7

A cluster of 7 separate species, H14O7 in total (ωB97M-V/def2-TZVPD, the OMol25 dataset).

Each line ends with the natural charge from an NBO analysis.
CARTESIAN COORDINATES (ANGSTROEM)
O1 0.213 -2.508 1.573  -0.96
O2 -0.431 -0.607 -0.545  -1.00
O3 0.136 1.145 2.415  -0.96
O4 -2.614 -2.458 -0.588  -0.95
O5 2.408 -1.042 -0.385  -0.96
O6 1.176 2.052 -0.036  -0.96
O7 -1.121 1.906 -1.865  -0.97
H1 0.507 -0.418 -0.517  0.51
H2 0.274 -1.903 2.313  0.47
H3 0.474 1.433 1.567  0.49
H4 -1.516 1.670 -2.705  0.50
H5 3.131 -1.420 -0.887  0.48
H6 -0.831 0.210 -0.845  0.49
H7 2.321 -1.614 0.378  0.49
H8 0.399 1.835 3.025  0.46
H9 0.372 2.116 -0.552  0.48
H10 1.826 2.537 -0.544  0.48
H11 -1.853 -1.877 -0.613  0.49
H12 -0.116 -1.971 0.852  0.49
H13 -3.342 -1.889 -0.337  0.46
H14 -1.414 2.803 -1.705  0.49

Results
HOMO-LUMO gap, eV: 10.3862
E_HOMO, eV: -10.49

=====

b | # H14O7

A cluster of 7 separate species, H14O7 in total (ωB97M-V/def2-TZVPD, the OMol25 dataset).

Each line ends with the natural charge from an NBO analysis.
CARTESIAN COORDINATES (ANGSTROEM)
O1 3.542 -2.586 -1.441  -0.94
O2 -0.134 1.979 -6.147  -0.94
O3 -1.416 -4.467 5.232  -0.94
O4 0.446 0.477 0.403  -0.94
O5 5.759 0.226 2.532  -0.94
O6 -3.538 -1.345 2.942  -0.94
O7 -2.810 4.639 -3.305  -0.94
H1 -0.234 2.384 -7.009  0.47
H2 -4.225 -1.154 3.581  0.47
H3 -4.002 -1.432 2.109  0.47
H4 4.827 0.357 2.357  0.47
H5 -0.190 0.445 1.118  0.47
H6 -0.518 2.610 -5.539  0.47
H7 -1.838 -3.806 4.684  0.47
H8 2.754 -2.065 -1.285  0.47
H9 -2.108 -5.101 5.420  0.47
H10 0.092 1.127 -0.204  0.47
H11 6.202 0.653 1.799  0.47
H12 -2.963 5.115 -2.489  0.47
H13 3.515 -3.268 -0.771  0.47
H14 -3.162 5.212 -3.987  0.47

Results
HOMO-LUMO gap, eV: 11.6128
E_HOMO, eV: -11.24

=====

c | # H14O7

A cluster of 7 separate species, H14O7 in total (ωB97M-V/def2-TZVPD, the OMol25 dataset).

Each line ends with the natural charge from an NBO analysis.
CARTESIAN COORDINATES (ANGSTROEM)
O1 0.424 -0.846 -3.082  -0.93
O2 -1.579 1.342 -1.212  -0.92
O3 -0.072 -0.336 0.526  -0.97
O4 0.166 1.883 -1.673  -0.92
O5 -2.905 3.138 1.966  -0.94
O6 0.568 -1.593 3.463  -0.93
O7 3.554 -2.615 0.242  -0.93
H1 0.623 -2.534 3.663  0.46
H2 0.627 -1.736 -2.775  0.46
H3 -2.237 0.686 -0.957  0.45
H4 2.895 -2.494 0.935  0.47
H5 -2.129 2.607 1.752  0.47
H6 0.730 1.656 -0.924  0.46
H7 -0.284 -1.276 0.491  0.46
H8 -1.743 2.082 -0.618  0.47
H9 0.539 -1.559 2.500  0.47
H10 0.784 2.013 -2.401  0.46
H11 -0.308 -0.010 -0.350  0.50
H12 -0.314 -0.969 -3.689  0.47
H13 -2.546 3.903 2.429  0.47
H14 3.207 -3.341 -0.288  0.46

Results
HOMO-LUMO gap, eV: 9.9284
E_HOMO, eV: -9.94

=====

d | # H14O7

A structure of composition H14O7 (ωB97M-V/def2-TZVPD, the OMol25 dataset).

Each line ends with the natural charge from an NBO analysis.
CARTESIAN COORDINATES (ANGSTROEM)
O1 -1.367 1.027 1.383  -0.84
O2 -0.121 0.324 -0.378  -0.95
O3 0.049 2.214 -2.015  -0.93
O4 1.221 -2.359 1.357  -0.91
O5 0.526 1.664 2.043  -0.98
O6 0.189 -2.481 -0.892  -0.99
O7 -0.002 0.045 -2.600  -1.00
H1 0.253 -0.551 -0.279  0.49
H2 0.660 -3.032 -1.517  0.48
H3 0.876 -1.482 1.523  0.48
H4 0.603 -2.667 -0.049  0.47
H5 0.214 2.713 -1.215  0.43
H6 -0.485 0.528 0.483  0.47
H7 0.681 1.497 -1.985  0.49
H8 -0.247 0.201 -1.688  0.47
H9 0.546 -2.950 1.691  0.48
H10 -1.601 1.888 1.731  0.51
H11 -0.580 -0.663 -2.885  0.46
H12 0.714 2.154 1.242  0.46
H13 -1.711 0.407 2.026  0.51
H14 -0.421 1.525 2.023  0.42

Results
HOMO-LUMO gap, eV: 8.7081
E_HOMO, eV: -9.23

=====

Q: What are the energies relative to the best structure? A: a 0.0; b 94.6; c 255.3; d 477.2, in kJ/mol.

=====

a | # H14O7

A cluster of 7 separate species, H14O7 in total (ωB97M-V/def2-TZVPD, the OMol25 dataset).

Each line ends with the natural charge from an NBO analysis.
CARTESIAN COORDINATES (ANGSTROEM)
O1 -1.807 0.183 -0.740  -0.98
O2 1.025 -0.792 -1.093  -1.03
O3 -0.373 2.656 -0.187  -1.04
O4 0.681 -2.372 1.105  -0.97
O5 0.763 0.292 1.403  -0.98
O6 1.363 1.568 -1.933  -0.97
O7 -1.620 -1.430 1.664  -0.97
H1 -1.404 -0.542 1.169  0.52
H2 0.862 1.696 -2.728  0.46
H3 0.228 2.236 -0.925  0.51
H4 0.961 -1.187 -0.144  0.56
H5 0.769 -0.153 2.273  0.49
H6 -1.177 0.959 -0.568  0.50
H7 -0.558 3.584 -0.332  0.49
H8 -0.197 -2.283 1.472  0.50
H9 1.030 -1.413 -1.865  0.48
H10 -1.960 -1.861 0.815  0.47
H11 0.680 -3.223 0.553  0.47
H12 -1.208 -0.425 -1.233  0.47
H13 1.265 0.568 -1.716  0.51
H14 0.456 1.204 1.473  0.50

Results
HOMO-LUMO gap, eV: 11.2873
E_HOMO, eV: -11.11

=====

b | # H14O7

A cluster of 7 separate species, H14O7 in total (ωB97M-V/def2-TZVPD, the OMol25 dataset).

Each line ends with the natural charge from an NBO analysis.
CARTESIAN COORDINATES (ANGSTROEM)
O1 0.220 -0.885 2.348  -0.97
O2 1.391 1.331 0.395  -0.90
O3 -0.349 -0.116 0.286  -1.01
O4 -0.173 0.714 -1.787  -0.96
O5 -2.691 1.048 -0.124  -0.95
O6 2.350 -0.652 -1.262  -0.91
O7 -0.723 -2.500 0.778  -0.97
H1 -3.126 1.842 0.188  0.48
H2 -2.759 0.434 0.607  0.49
H3 -0.193 -0.384 1.644  0.46
H4 0.491 0.320 0.148  0.46
H5 0.103 -0.194 -1.911  0.48
H6 1.145 -0.644 2.304  0.45
H7 -0.816 0.866 -2.479  0.50
H8 -0.139 -1.741 0.773  0.48
H9 2.866 0.143 -1.395  0.47
H10 1.443 -0.347 -1.231  0.44
H11 1.312 1.779 -0.447  0.49
H12 0.809 1.816 0.981  0.49
H13 -0.192 -3.214 0.427  0.45
H14 -0.970 0.385 -0.244  0.52

Results
HOMO-LUMO gap, eV: 9.1218
E_HOMO, eV: -9.15

=====

Q: What are the energies relative to the best structure? A: a 0.0; b 264.1, in kJ/mol.

=====

a | # H14O7

A cluster of 7 separate species, H14O7 in total (ωB97M-V/def2-TZVPD, the OMol25 dataset).

Each line ends with the natural charge from an NBO analysis.
CARTESIAN COORDINATES (ANGSTROEM)
O1 -2.698 -2.760 1.428  -0.94
O2 -0.037 -0.596 0.088  -0.98
O3 -2.036 3.136 1.383  -0.94
O4 3.303 -2.007 0.852  -0.95
O5 0.044 1.968 -0.851  -0.97
O6 3.634 -0.432 -1.507  -0.96
O7 -2.368 0.276 -1.592  -0.95
H1 2.514 -2.237 1.344  0.48
H2 3.953 -1.803 1.524  0.48
H3 -2.893 0.804 -0.990  0.46
H4 -1.138 2.809 1.325  0.48
H5 -3.619 -2.671 1.673  0.46
H6 3.563 -1.041 -2.242  0.47
H7 0.834 -0.823 0.414  0.47
H8 -1.659 -0.071 -1.050  0.49
H9 -0.040 0.361 0.058  0.49
H10 -0.699 2.284 -1.366  0.49
H11 -2.307 3.254 0.473  0.46
H12 3.316 -0.927 -0.753  0.49
H13 -2.472 -1.917 1.033  0.47
H14 0.806 2.393 -1.244  0.49

Results
HOMO-LUMO gap, eV: 11.2947
E_HOMO, eV: -11.14

=====

b | # H14O7

A cluster of 7 separate species, H14O7 in total (ωB97M-V/def2-TZVPD, the OMol25 dataset).

Each line ends with the natural charge from an NBO analysis.
CARTESIAN COORDINATES (ANGSTROEM)
O1 1.514 -1.614 0.970  -0.99
O2 -0.356 0.275 -0.366  -1.05
O3 0.600 2.778 -0.254  -0.96
O4 0.175 -1.894 -2.165  -1.00
O5 -1.337 3.234 1.228  -0.97
O6 -2.376 0.677 1.453  -1.00
O7 1.762 -3.531 -0.725  -0.96
H1 -0.600 3.218 0.643  0.49
H2 0.633 2.954 -1.280  0.48
H3 -0.393 -1.200 -1.622  0.51
H4 1.191 -4.231 -0.559  0.47
H5 0.061 -1.203 -3.058  0.48
H6 -1.757 0.410 2.333  0.48
H7 0.263 -0.392 0.044  0.52
H8 0.415 1.845 -0.287  0.51
H9 1.306 -2.966 -1.374  0.51
H10 -1.217 0.182 0.221  0.52
H11 2.382 -1.271 1.283  0.47
H12 -1.826 3.999 0.773  0.47
H13 1.755 -2.405 0.512  0.50
H14 -2.073 1.662 1.245  0.52

Results
HOMO-LUMO gap, eV: 11.5014
E_HOMO, eV: -11.12

=====

Q: What are the energies relative to the best structure? A: a 0.0; b 58.1, in kJ/mol.